[1]
{"formula": "C22H33CaO17", "method": "ωB97M-V with the def2-TZVPD basis set", "symbols": ["Ca", "C", "C", "O", "O", "H", "H", "H", "C", "C", "C", "O", "C", "O", "O", "H", "H", "H", "H", "H", "H", "C", "C", "C", "O", "C", "O", "O", "H", "H", "H", "H", "H", "H", "C", "C", "C", "O", "C", "O", "O", "H", "H", "H", "H", "H", "H", "C", "C", "C", "O", "C", "O", "O", "H", "H", "H", "H", "H", "H", "C", "C", "C", "O", "C", "O", "O", "H", "H", "H", "H", "H", "H"], "positions_angstrom": [[2.133, 3.407, 0.808], [0.172, -0.457, 0.720], [0.720, 0.986, 1.026], [0.157, 1.941, 0.413], [1.768, 1.222, 1.670], [-0.609, -0.415, -0.039], [-0.361, -0.952, 1.533], [0.945, -1.163, 0.417], [-0.910, -3.673, 1.558], [0.434, -4.102, 0.976], [1.115, -5.153, 1.855], [1.207, -6.332, 1.020], [0.734, -6.128, -0.225], [0.661, -6.954, -1.137], [0.245, -4.872, -0.250], [-1.514, -3.131, 0.830], [-0.768, -3.069, 2.455], [-1.542, -4.502, 1.878], [1.127, -3.268, 0.863], [0.578, -5.476, 2.746], [2.018, -4.692, 2.255], [-0.244, -0.120, -3.347], [1.110, -0.770, -3.565], [2.355, 0.001, -3.043], [2.986, -0.911, -2.137], [2.286, -1.996, -1.998], [2.581, -2.833, -1.144], [1.151, -1.925, -2.697], [-0.132, 0.827, -3.873], [-0.497, 0.033, -2.298], [-0.980, -0.780, -3.807], [1.283, -0.874, -4.636], [2.097, 0.955, -2.582], [3.042, 0.303, -3.833], [-1.731, 3.049, -2.684], [-2.224, 4.495, -2.452], [-1.262, 5.615, -2.617], [-1.888, 6.413, -3.607], [-2.988, 5.935, -4.074], [-3.694, 6.517, -4.873], [-3.125, 4.728, -3.546], [-1.353, 2.874, -3.691], [-2.539, 2.336, -2.516], [-0.964, 2.735, -1.976], [-2.795, 4.638, -1.534], [-0.336, 5.261, -3.071], [-1.064, 6.186, -1.710], [3.558, -2.066, 2.349], [4.176, -1.130, 3.411], [3.289, -0.137, 4.045], [3.637, -0.250, 5.365], [4.459, -1.234, 5.604], [4.988, -1.520, 6.651], [4.652, -1.846, 4.471], [4.240, -2.839, 1.994], [3.256, -1.492, 1.473], [2.717, -2.642, 2.735], [5.092, -0.654, 3.062], [2.235, -0.365, 3.885], [3.418, 0.894, 3.717], [-4.693, 2.195, -0.645], [-3.525, 1.509, 0.111], [-3.136, 2.112, 1.441], [-3.173, 0.953, 2.295], [-3.461, -0.156, 1.534], [-3.432, -1.328, 1.940], [-3.828, 0.202, 0.316], [-4.849, 1.668, -1.587], [-4.571, 3.275, -0.736], [-5.621, 1.945, -0.130], [-2.609, 1.602, -0.473], [-4.000, 2.721, 1.709], [-2.202, 2.673, 1.399]], "lowdin_charge": [1.749, 0.056, -0.660, -0.170, -0.160, 0.076, 0.077, 0.065, -0.030, -0.289, -0.077, 0.073, -0.516, 0.127, 0.070, 0.078, 0.085, 0.099, 0.097, 0.134, 0.110, -0.012, -0.269, -0.072, 0.085, -0.573, 0.126, 0.105, 0.079, 0.072, 0.104, 0.157, 0.109, 0.132, -0.015, -0.291, -0.095, 0.100, -0.599, 0.164, 0.092, 0.092, 0.073, 0.056, 0.143, 0.132, 0.134, 0.013, -0.342, -0.145, 0.112, -0.592, 0.168, 0.123, 0.098, 0.070, 0.074, 0.162, 0.133, 0.118, 0.007, -0.385, -0.080, 0.068, -0.500, 0.121, 0.120, 0.092, 0.081, 0.097, 0.112, 0.135, 0.115], "e_lumo_ev": -6.92, "orbital_gap_ev": 5.2, "homo_ha": -0.446, "energy_ha": -2814.56950, "charge": 1, "relative_energy_kj_mol": 877.4}

=====

[2]
{"formula": "C22H33Cl3HgNOSi", "method": "ωB97M-V with the def2-TZVPD basis set", "symbols": ["Hg", "Cl", "C", "C", "C", "Cl", "C", "C", "C", "C", "N", "C", "C", "O", "H", "H", "H", "H", "Cl", "C", "H", "H", "C", "C", "C", "C", "Si", "C", "C", "C", "C", "C", "C", "C", "C", "H", "H", "H", "H", "H", "H", "H", "H", "H", "H", "H", "H", "H", "H", "H", "H", "H", "H", "H", "H", "H", "H", "H", "H", "H", "H", "H"], "positions_angstrom": [[-2.915, 0.351, 1.657], [4.422, 7.000, -4.001], [4.616, 6.085, -2.518], [5.859, 6.096, -1.908], [6.079, 5.404, -0.746], [7.680, 5.449, -0.013], [5.036, 4.664, -0.142], [5.194, 3.929, 1.050], [4.134, 3.243, 1.566], [2.899, 3.283, 0.896], [2.717, 3.953, -0.221], [3.749, 4.645, -0.755], [3.473, 5.379, -2.024], [2.368, 5.374, -2.579], [6.665, 6.660, -2.360], [6.158, 3.920, 1.541], [4.232, 2.671, 2.482], [2.057, 2.720, 1.288], [-6.301, -0.099, 1.696], [-5.013, 1.188, 1.402], [-5.258, 1.973, 2.114], [-5.224, 1.557, 0.397], [-2.859, -3.763, 1.782], [-1.516, -3.036, 1.632], [-1.167, -2.530, 3.040], [-0.462, -4.075, 1.231], [-1.715, -1.514, 0.403], [-2.728, -2.123, -1.173], [-2.358, -3.507, -1.721], [-4.231, -2.118, -0.854], [-2.550, -1.109, -2.311], [0.065, -0.916, -0.165], [0.736, -1.818, -1.209], [0.996, -0.847, 1.055], [0.060, 0.510, -0.756], [-2.787, -4.496, 2.597], [-3.142, -4.307, 0.880], [-3.667, -3.069, 2.029], [-1.122, -3.383, 3.732], [-1.919, -1.830, 3.407], [-0.208, -2.017, 3.082], [-0.479, -4.914, 1.942], [0.546, -3.658, 1.249], [-0.636, -4.484, 0.234], [-2.591, -4.304, -1.013], [-1.299, -3.585, -1.974], [-2.932, -3.711, -2.636], [-4.511, -2.837, -0.087], [-4.796, -2.369, -1.763], [-4.562, -1.136, -0.511], [-1.545, -1.122, -2.733], [-2.766, -0.091, -1.977], [-3.250, -1.349, -3.122], [0.818, -2.854, -0.878], [1.752, -1.452, -1.412], [0.199, -1.813, -2.160], [1.240, -1.834, 1.452], [0.553, -0.251, 1.857], [1.939, -0.368, 0.761], [-0.508, 0.588, -1.680], [1.094, 0.786, -0.994], [-0.319, 1.262, -0.059]], "nbo_charge": [0.580, -0.073, -0.206, -0.210, -0.162, -0.094, -0.034, -0.199, -0.270, 0.003, -0.362, 0.055, 0.408, -0.664, 0.215, 0.207, 0.200, 0.186, -0.211, -0.940, 0.180, 0.175, -0.608, -0.520, -0.615, -0.614, 0.886, -0.529, -0.612, -0.613, -0.607, -0.528, -0.613, -0.616, -0.610, 0.183, 0.196, 0.220, 0.176, 0.222, 0.211, 0.183, 0.202, 0.201, 0.196, 0.202, 0.183, 0.205, 0.178, 0.229, 0.200, 0.217, 0.184, 0.195, 0.195, 0.197, 0.189, 0.224, 0.198, 0.203, 0.203, 0.222], "e_lumo_ev": [4.23, 4.23], "orbital_gap_ev": [4.0, 6.0], "homo_ha": [0.010, -0.066], "energy_ha": -2811.60109, "charge": -2, "relative_energy_kj_mol": 53.2, "spin_multiplicity": 2}

=====

[3]
{"formula": "C22H33ClF6GeIrN3O8S2Si3", "method": "ωB97M-V with the def2-TZVPD basis set", "symbols": ["Ir", "O", "C", "O", "C", "C", "Cl", "N", "N", "C", "C", "O", "O", "C", "C", "C", "C", "C", "C", "H", "H", "H", "H", "H", "H", "F", "C", "F", "F", "S", "O", "O", "N", "S", "O", "O", "C", "F", "F", "F", "C", "Si", "C", "C", "Ge", "Si", "C", "C", "C", "Si", "C", "C", "C", "H", "H", "H", "H", "H", "H", "H", "H", "H", "H", "H", "H", "H", "H", "H", "H", "H", "H", "H", "H", "H", "H", "H", "H", "H", "H", "H"], "positions_angstrom": [[-0.612, 0.385, 0.092], [4.432, -2.897, 0.053], [4.740, -1.645, -0.265], [5.799, -1.351, -0.732], [3.692, -0.581, -0.040], [3.922, 0.769, -0.222], [5.359, 1.532, -0.647], [2.743, 1.435, -0.039], [1.759, 0.555, 0.205], [2.306, -0.641, 0.236], [1.375, -1.736, 0.594], [1.715, -2.879, 0.766], [0.111, -1.349, 0.786], [2.425, 2.843, -0.009], [0.972, 3.005, -0.300], [0.285, 4.340, -0.481], [1.808, 5.706, 0.957], [3.089, 5.258, 0.253], [3.320, 3.768, 0.297], [3.526, -2.998, 0.399], [1.002, 2.517, -2.210], [-1.235, 5.163, -1.603], [1.862, 6.751, 1.250], [3.940, 5.769, 0.688], [4.318, 3.459, 0.568], [-0.154, 6.554, -0.120], [0.613, 5.489, 0.086], [2.994, 5.675, -1.071], [1.654, 4.946, 2.109], [0.034, 2.323, 1.347], [0.621, 2.189, -1.383], [1.016, 1.992, 2.371], [-0.909, 4.247, -1.290], [-2.184, 3.401, -0.678], [-2.658, 3.892, 0.571], [-1.930, 1.957, -0.790], [-3.424, 3.728, -2.008], [-3.683, 5.018, -2.024], [-2.934, 3.334, -3.167], [-4.493, 3.028, -1.689], [-3.320, -0.070, -2.775], [-2.960, -1.834, -2.397], [-4.469, -2.866, -2.218], [-1.552, -2.542, -3.365], [-1.951, -1.654, 0.019], [-3.240, -0.848, 2.157], [-4.574, -2.117, 2.185], [-3.834, 0.822, 1.676], [-1.998, -0.930, 3.512], [-1.381, -4.180, 0.687], [-0.393, -4.635, -0.795], [-3.083, -4.880, 0.573], [-0.732, -4.205, 2.401], [-3.414, 0.050, -3.862], [-2.511, 0.568, -2.429], [-4.256, 0.262, -2.318], [-4.994, -2.829, -3.182], [-5.149, -2.474, -1.458], [-4.253, -3.910, -1.997], [-1.619, -2.228, -4.413], [-1.557, -3.634, -3.348], [-0.601, -2.190, -2.969], [-4.868, -2.456, 1.188], [-5.462, -1.686, 2.664], [-4.263, -2.986, 2.769], [-4.458, 0.788, 0.776], [-3.006, 1.506, 1.507], [-4.450, 1.223, 2.492], [-1.840, -1.962, 3.831], [-2.338, -0.357, 4.382], [-1.044, -0.514, 3.183], [-1.066, -4.955, -1.592], [0.264, -5.471, -0.526], [0.248, -3.839, -1.162], [-3.573, -4.610, -0.362], [-3.708, -4.560, 1.407], [-3.019, -5.977, 0.608], [-0.270, -3.256, 2.678], [0.046, -4.973, 2.480], [-1.537, -4.443, 3.097]], "lowdin_charge": [0.866, 0.160, -0.480, 0.124, -0.009, -0.533, 0.920, -0.010, 0.017, -0.100, -0.461, 0.124, -0.396, -0.137, -0.455, -0.181, -0.159, -0.209, 0.082, 0.079, 0.154, 0.143, 0.177, 0.165, 0.094, 0.147, -0.148, 0.038, 0.042, 0.954, -0.087, -0.457, -0.024, 0.753, -0.212, -0.476, -0.689, 0.199, 0.187, 0.187, -0.212, 0.460, -0.184, -0.203, 0.822, 0.469, -0.195, -0.206, -0.180, 0.535, -0.180, -0.195, -0.173, 0.063, -0.008, 0.048, 0.066, 0.044, 0.022, 0.053, 0.033, 0.027, 0.028, 0.061, 0.040, 0.050, -0.015, 0.066, 0.031, 0.060, 0.024, 0.040, 0.069, 0.026, 0.003, 0.020, 0.068, 0.024, 0.063, 0.051], "e_lumo_ev": [-8.00, -7.91], "orbital_gap_ev": [5.9, 6.1], "homo_ha": [-0.511, -0.514], "energy_ha": -6529.14191, "charge": 2, "relative_energy_kj_mol": 0.0}

=====

[4]
{"formula": "C22H33F12INO9S", "method": "ωB97M-V with the def2-TZVPD basis set", "symbols": ["C", "C", "I", "C", "S", "C", "C", "C", "N", "O", "H", "H", "H", "H", "H", "H", "H", "H", "H", "H", "H", "H", "H", "C", "C", "O", "C", "O", "C", "F", "F", "F", "H", "H", "H", "H", "H", "C", "C", "O", "C", "O", "C", "F", "F", "F", "H", "H", "H", "H", "H", "C", "C", "O", "C", "O", "C", "F", "F", "F", "H", "H", "H", "H", "H", "C", "C", "O", "C", "O", "C", "F", "F", "F", "H", "H", "H", "H", "H"], "positions_angstrom": [[-1.305, -1.049, 2.586], [-2.781, -0.728, 2.806], [-3.636, -0.186, 0.900], [-3.580, -1.935, 3.330], [-3.906, -1.788, 5.119], [-2.333, -1.326, 5.898], [-2.147, -1.929, 7.297], [-0.650, -1.902, 7.621], [0.067, -3.021, 7.235], [-0.159, -0.971, 8.214], [-0.774, -0.151, 2.269], [-0.822, -1.433, 3.486], [-1.204, -1.802, 1.800], [-2.913, 0.158, 3.432], [-4.582, -1.968, 2.897], [-3.089, -2.885, 3.111], [-4.035, -3.068, 5.507], [-2.330, -0.236, 5.905], [-1.534, -1.662, 5.235], [-2.677, -1.356, 8.056], [-2.480, -2.972, 7.304], [-0.263, -3.484, 6.396], [1.053, -2.800, 7.130], [5.618, -2.284, 0.798], [4.513, -3.314, 0.823], [3.841, -3.329, 2.112], [2.918, -2.416, 2.301], [2.541, -1.571, 1.542], [2.293, -2.600, 3.704], [3.204, -2.813, 4.645], [1.440, -3.642, 3.696], [1.583, -1.517, 4.047], [6.321, -2.459, 1.612], [6.154, -2.346, -0.147], [5.220, -1.275, 0.901], [4.906, -4.320, 0.709], [3.776, -3.139, 0.040], [0.749, 0.516, -0.014], [0.135, 0.744, -1.377], [0.604, 1.975, -1.959], [1.786, 1.913, -2.556], [2.494, 0.956, -2.657], [2.131, 3.286, -3.172], [1.867, 4.278, -2.314], [1.402, 3.480, -4.276], [3.415, 3.336, -3.496], [0.555, 1.373, 0.634], [0.332, -0.378, 0.441], [1.826, 0.384, -0.083], [-0.945, 0.852, -1.296], [0.340, -0.085, -2.053], [3.992, 6.082, -4.669], [4.309, 7.526, -4.984], [5.299, 7.626, -6.031], [4.846, 7.507, -7.268], [3.715, 7.330, -7.612], [6.012, 7.674, -8.267], [7.086, 6.981, -7.880], [6.353, 8.967, -8.345], [5.651, 7.258, -9.474], [4.901, 5.540, -4.412], [3.304, 6.034, -3.827], [3.532, 5.590, -5.526], [4.759, 8.027, -4.130], [3.419, 8.080, -5.279], [-7.681, -2.292, -3.441], [-7.274, -3.731, -3.225], [-6.116, -3.821, -2.354], [-6.354, -3.752, -1.061], [-7.402, -3.623, -0.503], [-5.026, -3.911, -0.288], [-4.048, -3.164, -0.806], [-4.630, -5.185, -0.293], [-5.189, -3.541, 0.992], [-6.844, -1.713, -3.831], [-8.500, -2.247, -4.158], [-8.014, -1.833, -2.511], [-6.954, -4.197, -4.153], [-8.083, -4.324, -2.803]], "lowdin_charge": [-0.177, -0.806, 0.983, -0.450, 1.167, -0.360, -0.137, -0.539, 0.168, 0.105, 0.068, 0.047, 0.086, 0.072, 0.045, 0.111, 0.029, 0.115, 0.072, 0.133, 0.114, 0.095, 0.115, -0.052, -0.173, 0.047, -0.405, 0.162, -0.539, 0.184, 0.148, 0.145, 0.087, 0.089, 0.080, 0.129, 0.126, -0.066, -0.189, 0.037, -0.396, 0.175, -0.555, 0.164, 0.174, 0.174, 0.092, 0.048, 0.074, 0.104, 0.129, -0.065, -0.186, 0.034, -0.403, 0.171, -0.554, 0.169, 0.169, 0.177, 0.086, 0.071, 0.083, 0.126, 0.126, -0.056, -0.178, 0.040, -0.413, 0.175, -0.549, 0.120, 0.178, 0.119, 0.084, 0.088, 0.079, 0.128, 0.128], "e_lumo_ev": -3.50, "orbital_gap_ev": 8.7, "homo_ha": -0.447, "energy_ha": -3484.10195, "charge": 1}

=====

no.,F_max (eV/Å)
1,4.5
2,0.3
3,1.2
4,1.0